The following is a quantum chemistry calculation of C5H10O as an isolated structure in a non-equilibrium geometry, from the OMol25 dataset.

XYZ file:
```
16
Properties=species:S:1:pos:R:3:forces:R:3
C 0.078267 0.235146 1.708644 -0.1 0.0 0.0
C 0.317246 -0.032784 0.237383 0.0 0.2 0.0
C 1.479108 -0.962679 -0.034200 -0.1 -0.1 0.0
C -0.946770 -0.212934 -0.665047 -0.6 -0.4 -0.3
C -0.674404 1.141457 -1.094375 0.1 0.6 -0.4
O 0.541114 1.260034 -0.509205 0.5 -0.2 0.3
H 0.973742 0.633165 2.196406 -0.1 0.0 -0.1
H -0.186777 -0.709177 2.200588 0.1 0.2 -0.1
H -0.749788 0.935326 1.850524 0.1 -0.1 0.0
H 2.383398 -0.620366 0.482239 -0.2 0.0 -0.1
H 1.694603 -1.005841 -1.105934 -0.1 0.0 0.1
H 1.245547 -1.973048 0.317358 0.0 0.1 0.0
H -2.041774 -0.286458 -0.500989 0.4 -0.5 1.0
H -0.730220 -0.966685 -1.423031 0.0 0.0 0.0
H -1.203711 2.038344 -1.352101 -0.2 0.0 0.3
H -2.179583 0.526502 -2.308260 0.2 0.2 -0.6
```
Positions in Å, forces in eV/Å.

Output
Highest occupied orbital energy (alpha / beta) in eV: -8.8 / -6.9
Relative energy (zero: lowest compared OMol25 entry of this formula, charge and spin) in kJ/mol: 555.82
Total charge: 0
HOMO-LUMO gap (alpha / beta) in eV: 9.608 / 6.788
DFT total energy in a.u.: -271.54091
Maximum force in eV/A: 1.180
E_LUMO (alpha / beta) in eV: 0.8454 / -0.1152

***

The following is a quantum chemistry calculation of a 2-piece molecular cluster, C5H10O2 overall in a non-equilibrium geometry, from the OMol25 dataset.

XYZ file:
```
17
Properties=species:S:1:pos:R:3:forces:R:3
O -1.893576 1.696389 2.085815 0.0 0.1 -0.4
C -1.969362 1.584636 0.790681 -0.2 -0.1 0.7
C -0.830916 2.075512 -0.069659 0.3 -0.3 -0.1
C -0.478023 1.123259 -1.241996 -0.7 1.1 0.2
C -0.176724 -0.276919 -0.854785 0.3 -0.3 0.3
C 0.324597 -0.628507 0.320276 0.2 0.4 0.6
H -2.569502 0.750940 0.382061 0.1 0.0 -0.2
H -1.047843 3.061930 -0.501909 0.2 0.1 -0.1
H 0.048352 2.211616 0.584862 -0.1 0.0 -0.1
H -1.325268 1.160535 -1.920075 -0.4 -0.3 -0.2
H 0.324902 1.587370 -1.825336 0.3 -0.3 0.0
H -0.397569 -1.073850 -1.557978 0.2 0.1 -0.3
H 0.647809 -1.629038 0.544901 -0.2 -0.5 -0.1
H 0.420086 0.074506 1.153488 0.0 0.0 -0.4
H 2.971103 -3.129857 0.492691 -0.1 -0.4 0.1
H 3.110040 -4.502653 1.221582 0.0 0.3 -0.1
O 2.841892 -4.085868 0.395382 0.1 0.1 -0.1
```
Positions in Å, forces in eV/Å.

Output
Highest occupied orbital energy (alpha / beta) in eV: 0.3 / -2.9
Relative energy (zero: lowest compared OMol25 entry of this formula, charge and spin) in kJ/mol: 63.51
Total charge: -1
HOMO-LUMO gap (alpha / beta) in eV: 2.629 / 5.811
DFT total energy in a.u.: -346.90899
Spin multiplicity: 2
Maximum force in eV/A: 1.367
E_LUMO (alpha / beta) in eV: 2.9633 / 2.9582

***

The following is a quantum chemistry calculation of a 2-piece molecular cluster, C5H10O2 overall, from the OMol25 dataset.

XYZ file:
```
17
Properties=species:S:1:pos:R:3:forces:R:3
C 1.499394 1.454460 -0.475750 -0.1 0.5 -0.4
O 1.353330 0.477267 0.374436 0.3 -0.1 0.5
C 0.518326 -0.510592 0.311415 -0.3 -0.2 0.0
C 0.119342 -1.393526 1.456871 0.3 -0.1 0.2
O -1.203288 -1.477378 0.890292 -0.2 -0.1 0.0
C -0.908783 -0.550937 -0.181268 -0.1 0.2 -0.2
C -1.738001 0.719394 -0.071099 0.0 0.1 0.0
H 1.935918 -0.312166 -1.918663 0.0 -0.2 0.0
H 0.748473 1.620659 -1.237384 0.1 0.0 0.1
H 2.286397 2.150699 -0.230230 -0.1 -0.1 -0.1
H 1.628858 -0.939063 -1.613416 0.1 0.1 -0.1
H 0.119050 -0.922005 2.451313 0.0 0.0 -0.1
H 0.593061 -2.380835 1.526290 -0.1 0.1 0.0
H -1.070838 -1.029424 -1.157093 0.0 0.1 0.1
H -1.553145 1.401191 -0.908043 0.0 -0.1 0.1
H -2.797582 0.445426 -0.083750 0.1 0.0 0.0
H -1.530517 1.246834 0.866085 0.0 -0.1 -0.1
```
Positions in Å, forces in eV/Å.

Output
Highest occupied orbital energy (alpha / beta) in eV: -7.5 / -7.6
Relative energy (zero: lowest compared OMol25 entry of this formula, charge and spin) in kJ/mol: 618.92
Total charge: 0
HOMO-LUMO gap (alpha / beta) in eV: 8.203 / 8.344
DFT total energy in a.u.: -346.78970
Maximum force in eV/A: 0.647
E_LUMO (alpha / beta) in eV: 0.7410 / 0.7371

***

The following is a quantum chemistry calculation of one molecule with the formula C5H10O2, from the OMol25 dataset.

XYZ file:
```
17
Properties=species:S:1:pos:R:3:forces:R:3
C -2.081635 -0.489699 0.563608 0.0 0.0 0.0
C -1.132078 0.229711 -0.391785 -0.1 -0.3 -0.2
O -1.073249 1.619446 -0.119845 0.1 0.1 0.0
C 0.226375 -0.462684 -0.378364 -0.2 0.0 -0.2
C 1.483416 0.292993 -0.840751 0.0 0.1 -0.1
C 2.033851 -0.082774 0.540881 0.3 0.1 0.0
O 0.757877 -0.591390 0.957611 -0.1 0.0 0.1
H -3.036077 0.040913 0.612177 0.1 -0.1 0.0
H -2.267035 -1.515145 0.222191 0.0 0.1 0.0
H -1.649237 -0.536893 1.568021 -0.1 0.0 -0.1
H -1.524342 0.167379 -1.414233 0.0 -0.1 0.1
H -0.323776 1.804717 0.449765 0.0 -0.1 0.3
H 0.114856 -1.451805 -0.847549 0.0 0.1 0.1
H 2.007683 -0.115014 -1.706612 -0.1 0.1 0.1
H 1.315127 1.363331 -0.983453 0.0 -0.2 0.0
H 2.369075 0.734094 1.190335 0.0 -0.1 -0.1
H 2.802431 -0.866633 0.527983 -0.1 0.1 0.0
```
Positions in Å, forces in eV/Å.

Output
Highest occupied orbital energy in eV: -9.8
Relative energy (zero: lowest compared OMol25 entry of this formula, charge and spin) in kJ/mol: 201.21
Total charge: 0
HOMO-LUMO gap in eV: 10.793
SMILES: C[C@@H](O)[C@H]1CCO1
DFT total energy in a.u.: -346.94879
Maximum force in eV/A: 0.352
E_LUMO in eV: 0.9625

***

The following is a quantum chemistry calculation of a 2-piece molecular cluster, C5H10O2 overall, from the OMol25 dataset.

XYZ file:
```
17
Properties=species:S:1:pos:R:3:forces:R:3
C -1.174556 -0.093441 2.789706 0.3 -0.3 -0.1
C -1.095268 -0.669163 1.594923 -0.5 -0.3 -0.5
C -0.168100 -0.357153 0.520627 0.2 -0.1 0.1
C -0.382958 -0.756324 -0.743728 -0.1 -0.1 0.0
O -1.195924 -1.835214 -0.976750 -0.3 -0.2 -0.2
C -0.042229 0.074919 -1.936717 0.0 0.4 0.4
H -2.034207 -0.326004 3.398884 0.1 0.2 0.3
H -0.397380 0.558201 3.159854 0.0 0.1 0.1
H -1.954569 -1.262414 1.281208 0.2 -0.2 0.1
H 0.684001 0.282551 0.719127 -0.4 0.6 -0.2
H -1.021032 -2.223556 -1.847151 -0.1 0.4 0.3
H 0.499438 -0.420643 -2.738890 0.2 -0.1 0.0
H 0.462934 0.961022 -1.554590 0.4 -0.1 -0.3
H -0.988552 0.465025 -2.332250 0.0 -0.3 -0.1
H 2.653108 2.519095 -0.791407 0.1 -0.1 0.1
H 3.431458 1.253005 -0.422977 0.0 0.0 0.0
O 2.723834 1.830094 -0.119870 -0.1 0.1 -0.1
```
Positions in Å, forces in eV/Å.

Output
Highest occupied orbital energy in eV: -7.7
Relative energy (zero: lowest compared OMol25 entry of this formula, charge and spin) in kJ/mol: 241.27
Total charge: 0
HOMO-LUMO gap in eV: 8.306
SMILES: C=C/C=C(/C)O.O
DFT total energy in a.u.: -346.93354
Maximum force in eV/A: 0.771
E_LUMO in eV: 0.6298

***

The following is a quantum chemistry calculation of one molecule with the formula C5H10O2, from the OMol25 dataset.

XYZ file:
```
17
Properties=species:S:1:pos:R:3:forces:R:3
C -2.009672 -1.208960 0.346550 0.0 0.0 0.0
C -1.178377 -0.140942 1.039974 -0.2 0.0 0.1
O 0.204652 -0.290921 0.752195 0.1 0.0 0.1
C 0.769107 0.661192 -0.115998 0.1 0.2 -0.1
C 2.283791 0.567287 0.024320 0.1 0.0 0.0
C 0.407674 0.384933 -1.567945 0.1 0.3 -0.2
O 0.357664 1.239373 -2.418387 0.0 -0.4 0.3
H -3.047515 -1.167002 0.693526 0.1 0.0 -0.1
H -2.009887 -1.087106 -0.742058 0.0 0.0 0.2
H -1.605716 -2.197758 0.581498 -0.1 0.1 0.0
H -1.522998 0.865915 0.760471 0.1 -0.1 0.0
H -1.286903 -0.236269 2.127776 0.0 0.0 -0.2
H 0.430345 1.679145 0.128434 0.0 -0.1 0.0
H 2.772383 1.293220 -0.631165 -0.1 -0.1 0.1
H 2.567065 0.765638 1.060887 0.0 0.0 -0.1
H 2.628853 -0.438017 -0.238543 -0.1 0.1 0.0
H 0.239535 -0.689727 -1.801535 0.0 0.1 0.0
```
Positions in Å, forces in eV/Å.

Output
Highest occupied orbital energy in eV: -9.6
Relative energy (zero: lowest compared OMol25 entry of this formula, charge and spin) in kJ/mol: 164.56
Total charge: 0
HOMO-LUMO gap in eV: 10.599
SMILES: CCO[C@@H](C)C=O
DFT total energy in a.u.: -346.96275
Maximum force in eV/A: 0.504
E_LUMO in eV: 1.0175

***

The following is a quantum chemistry calculation of a 2-piece molecular cluster, C5H10O2 overall, from the OMol25 dataset.

XYZ file:
```
17
Properties=species:S:1:pos:R:3:forces:R:3
O 1.181463 -1.211295 2.237915 0.0 0.0 -0.1
C 1.874129 -0.071151 -0.792622 -0.2 0.0 -0.1
C 0.608585 -0.355597 -1.093224 0.2 0.0 0.0
C -0.592569 0.493826 -0.792612 0.0 0.0 -0.1
C -1.891202 -0.246610 -0.429616 -0.1 -0.3 -0.3
O -2.055537 0.521769 0.765089 -0.1 0.0 0.1
C -0.770443 1.134220 0.601015 0.3 0.2 0.1
H 1.607901 -0.363495 2.066790 0.0 -0.1 0.1
H 2.681260 -0.746693 -1.063695 -0.1 0.1 0.0
H 2.160423 0.853670 -0.292697 -0.1 -0.1 0.0
H 0.922248 -1.500928 1.353910 0.1 0.0 0.1
H 0.397822 -1.286393 -1.623592 0.0 0.1 0.0
H -0.748503 1.220357 -1.598279 0.0 -0.1 0.1
H -1.742796 -1.315688 -0.215665 0.0 0.2 0.0
H -2.737929 -0.131287 -1.115936 0.1 0.0 0.1
H -0.834165 2.227726 0.636342 0.0 -0.2 0.0
H -0.060681 0.777574 1.356882 -0.1 0.1 -0.1
```
Positions in Å, forces in eV/Å.

Output
Highest occupied orbital energy in eV: -9.8
Relative energy (zero: lowest compared OMol25 entry of this formula, charge and spin) in kJ/mol: 285.70
Total charge: 0
HOMO-LUMO gap in eV: 10.658
SMILES: C=CC1COC1.O
DFT total energy in a.u.: -346.91662
Maximum force in eV/A: 0.401
E_LUMO in eV: 0.8597